The following is a quantum chemistry calculation of a molecular structure, C37H35N8OS3V, from OMol25.

Geometry (Å):
V (0.959, 0.552, -0.821)
C (0.288, -1.168, 4.580)
C (1.673, -1.371, 4.127)
C (2.222, -1.017, 2.964)
C (1.462, -0.394, 1.821)
C (-0.531, 0.084, 2.566)
C (-0.675, -0.488, 3.955)
N (2.092, -0.313, 0.554)
C (3.204, -0.949, 0.067)
C (3.947, -2.030, 0.567)
C (5.097, -2.449, -0.091)
C (5.534, -1.841, -1.265)
C (4.779, -0.821, -1.825)
C (3.617, -0.412, -1.187)
N (2.729, 0.544, -1.668)
N (3.023, 1.176, -2.798)
C (2.006, 1.993, -3.109)
C (2.058, 2.866, -4.222)
C (1.014, 3.709, -4.459)
C (-0.101, 3.717, -3.593)
C (-0.099, 2.852, -2.534)
N (0.908, 1.990, -2.296)
H (0.060, -1.573, 5.561)
H (2.336, -1.798, 4.873)
H (3.291, -1.134, 2.846)
H (-1.466, 0.510, 2.199)
H (-1.641, -0.391, 4.442)
H (3.617, -2.563, 1.447)
H (5.659, -3.280, 0.321)
H (6.438, -2.183, -1.753)
H (5.049, -0.354, -2.762)
H (2.938, 2.838, -4.850)
H (1.045, 4.383, -5.306)
H (-0.933, 4.389, -3.748)
H (-0.912, 2.820, -1.817)
C (-1.801, -3.850, 0.942)
C (-1.380, -2.411, 1.035)
N (-0.194, -2.188, 1.459)
N (0.105, -0.882, 1.681)
C (0.731, 0.982, 2.280)
S (0.494, 2.105, 0.875)
S (1.463, 1.831, 3.703)
C (0.042, 2.805, 4.256)
C (-0.378, 3.986, 3.414)
C (-1.713, 4.157, 3.074)
C (-2.118, 5.243, 2.308)
C (-1.186, 6.173, 1.878)
C (0.152, 6.011, 2.218)
C (0.551, 4.925, 2.979)
C (-2.337, -1.365, 0.589)
C (-3.646, -1.386, 1.076)
C (-4.602, -0.469, 0.675)
C (-4.246, 0.495, -0.262)
C (-2.962, 0.530, -0.771)
C (-1.970, -0.383, -0.368)
O (-0.773, -0.327, -0.918)
H (-0.939, -4.488, 1.131)
H (-2.570, -4.083, 1.684)
H (-2.228, -4.075, -0.036)
H (-0.802, 2.124, 4.395)
H (0.331, 3.149, 5.252)
H (-2.440, 3.415, 3.385)
H (-3.161, 5.349, 2.034)
H (-1.495, 7.014, 1.268)
H (0.890, 6.722, 1.869)
H (1.600, 4.769, 3.200)
H (-3.909, -2.142, 1.808)
H (-5.603, -0.503, 1.085)
H (-4.973, 1.226, -0.596)
H (-2.674, 1.274, -1.504)
S (1.060, -1.223, -3.691)
C (-0.072, -2.445, -3.487)
N (0.106, -3.667, -4.043)
C (-0.899, -4.712, -4.077)
C (-1.781, -4.601, -2.847)
C (-2.303, -3.178, -2.730)
N (-1.190, -2.252, -2.775)
H (0.947, -3.751, -4.587)
H (-0.394, -5.678, -4.102)
H (-1.512, -4.636, -4.984)
H (-1.192, -4.848, -1.963)
H (-2.613, -5.303, -2.914)
H (-2.834, -3.027, -1.789)
H (-3.012, -2.972, -3.541)
H (-1.263, -1.337, -2.351)

Cartesian forces, eV/Å:
0.6 -0.3 -0.5
0.2 -0.1 0.0
-0.1 0.0 0.1
0.0 0.0 -0.1
0.1 0.2 0.2
0.1 0.0 0.2
-0.1 0.1 -0.1
-0.4 0.3 -0.2
0.5 -0.1 -0.3
-0.2 0.1 0.0
0.1 0.0 -0.1
0.0 -0.1 0.1
-0.2 -0.1 0.0
0.0 0.1 0.1
-1.1 -0.3 1.0
-0.5 0.9 -0.8
0.9 -0.7 0.3
-0.2 0.3 -0.3
0.4 -0.1 -0.2
-0.2 -0.2 0.4
-0.1 0.3 -0.3
0.0 -0.3 0.8
0.0 0.0 0.0
0.0 0.0 0.0
0.0 0.0 0.0
0.0 0.0 0.0
0.0 0.0 0.0
0.0 0.0 0.0
0.0 0.0 0.0
0.0 0.0 0.0
0.0 0.0 0.0
0.0 0.0 0.0
0.0 0.0 0.0
0.0 0.0 0.0
0.0 0.0 0.0
0.0 0.0 0.0
0.1 -0.1 -0.1
0.0 0.0 0.3
-0.2 0.2 -0.6
0.1 -0.1 0.2
0.1 -0.3 -0.2
0.0 0.1 -0.1
0.0 0.0 0.0
0.1 0.0 0.0
0.0 0.0 0.0
0.0 0.0 0.0
0.0 0.0 0.0
0.0 0.0 0.0
0.0 0.0 0.0
0.1 0.0 0.0
0.0 0.0 0.0
0.1 0.0 0.0
0.0 0.0 0.0
0.2 0.0 -0.1
-0.4 0.2 0.4
0.4 0.3 0.0
0.0 0.0 0.0
0.0 0.0 0.0
0.0 0.0 0.0
0.0 0.0 0.0
0.0 0.0 0.0
0.0 0.0 0.0
0.0 0.0 0.0
0.0 0.0 0.0
0.0 0.0 0.0
0.0 0.0 0.0
0.0 0.0 0.0
0.0 0.0 0.0
0.0 0.0 0.0
0.0 0.0 0.0
0.1 -0.1 0.1
-0.1 0.1 0.0
0.0 -0.1 -0.1
0.0 0.0 0.0
-0.1 0.0 0.0
0.1 0.0 0.0
-0.2 -0.2 -0.4
0.0 0.0 0.0
0.0 0.0 0.0
0.0 0.0 0.0
0.0 0.0 0.0
0.0 0.0 0.0
0.0 0.0 0.0
0.0 0.0 0.0
0.1 0.0 0.1

## Properties
highest occupied orbital energy (spin up / spin down) = -3.3 / -3.3 eV
spin multiplicity = 2
net charge = -1
expectation value of S² = 0.868
LUMO energy (spin up / spin down) = 2.43 / 2.43 eV
gap between HOMO and LUMO (spin up / spin down) = 5.7 / 5.8 eV


The following is a quantum chemistry calculation of a molecular structure, C36H36F3N2P2S5SbSc, from OMol25.

Geometry (Å):
Sc (-1.563, -0.041, -0.453)
S (0.593, 1.388, -7.202)
C (0.257, 1.157, -5.627)
S (0.744, -0.249, -4.731)
C (0.064, 0.208, -3.185)
C (-0.574, 1.387, -3.141)
S (-1.297, 2.119, -1.718)
S (-0.620, 2.286, -4.644)
S (0.358, -0.850, -1.815)
N (-3.901, 0.499, -0.966)
C (-4.742, -0.639, -1.221)
C (-6.102, -0.586, -1.185)
C (-6.877, -1.733, -1.468)
C (-6.267, -2.904, -1.804)
C (-4.853, -2.986, -1.827)
C (-4.160, -4.175, -2.144)
C (-2.798, -4.190, -2.095)
C (-2.115, -3.022, -1.718)
N (-2.714, -1.882, -1.431)
C (-4.085, -1.853, -1.503)
H (-3.578, 0.921, -1.835)
H (-4.439, 1.223, -0.510)
H (-6.600, 0.352, -0.956)
H (-7.957, -1.667, -1.436)
H (-6.848, -3.785, -2.049)
H (-4.721, -5.059, -2.427)
H (-2.230, -5.079, -2.334)
H (-1.037, -3.021, -1.670)
C (-2.406, -2.859, 2.208)
P (-1.052, -1.823, 1.549)
C (0.315, -3.012, 1.351)
C (-0.569, -0.841, 3.028)
C (-1.574, 0.281, 3.314)
P (-1.867, 1.407, 1.872)
C (-0.907, 2.904, 2.255)
C (-3.571, 1.986, 2.208)
H (-2.025, -3.488, 3.013)
H (-2.810, -3.495, 1.418)
H (-3.217, -2.238, 2.590)
H (0.665, -3.343, 2.327)
H (1.143, -2.561, 0.803)
H (-0.043, -3.877, 0.790)
H (0.420, -0.430, 2.836)
H (-0.487, -1.516, 3.882)
H (-1.247, 0.881, 4.163)
H (-2.544, -0.142, 3.582)
H (-1.169, 3.261, 3.251)
H (-1.144, 3.675, 1.520)
H (0.159, 2.703, 2.204)
H (-3.655, 2.341, 3.236)
H (-4.286, 1.178, 2.052)
H (-3.813, 2.809, 1.535)
F (6.205, 3.593, 4.105)
C (5.269, 3.039, 3.320)
C (3.990, 2.900, 3.811)
C (3.030, 2.320, 2.986)
C (3.347, 1.889, 1.698)
C (4.657, 2.053, 1.241)
C (5.626, 2.629, 2.048)
Sb (1.903, 0.912, 0.430)
C (2.341, 2.079, -1.294)
C (3.026, 1.632, -2.421)
C (3.222, 2.468, -3.515)
C (2.729, 3.754, -3.457)
F (2.906, 4.564, -4.510)
C (2.056, 4.240, -2.352)
C (1.860, 3.388, -1.274)
C (3.129, -0.849, 0.313)
C (3.548, -1.331, 1.557)
C (4.274, -2.510, 1.672)
C (4.582, -3.202, 0.518)
F (5.270, -4.350, 0.615)
C (4.208, -2.753, -0.731)
C (3.469, -1.577, -0.826)
H (3.760, 3.239, 4.813)
H (2.020, 2.203, 3.373)
H (4.931, 1.732, 0.241)
H (6.646, 2.763, 1.709)
H (3.415, 0.624, -2.471)
H (3.744, 2.132, -4.403)
H (1.688, 5.259, -2.352)
H (1.319, 3.760, -0.409)
H (3.333, -0.765, 2.460)
H (4.610, -2.886, 2.632)
H (4.488, -3.317, -1.612)
H (3.145, -1.258, -1.805)

Cartesian forces, eV/Å:
-0.2 0.2 -1.1
0.0 0.0 0.0
0.0 0.0 0.1
0.0 -0.1 0.1
0.1 -0.2 0.0
-0.1 0.2 0.0
0.0 -0.1 0.3
-0.1 0.1 0.0
0.0 0.0 0.0
0.1 -0.4 0.1
0.0 0.2 0.1
-0.2 0.0 0.0
0.0 0.1 0.0
0.0 0.0 0.0
-0.1 -0.1 0.0
-0.1 -0.1 0.0
0.1 -0.1 0.0
-0.1 0.0 0.0
-0.1 0.0 0.1
0.2 -0.1 0.1
0.1 0.1 -0.2
0.1 0.2 0.2
0.0 -0.1 0.0
0.1 0.0 0.0
0.0 0.0 0.0
0.0 0.0 0.0
0.0 0.0 0.0
0.1 0.0 0.0
0.0 0.0 -0.1
0.2 0.0 0.4
-0.1 0.0 -0.1
-0.2 0.0 0.0
0.1 0.0 -0.1
-0.1 -0.1 0.2
-0.1 0.0 -0.1
0.1 0.0 -0.1
0.0 0.0 0.0
0.0 0.0 0.0
0.0 0.0 0.0
0.0 -0.1 0.0
0.0 0.0 0.0
0.0 0.0 0.0
0.1 0.0 0.0
0.0 0.0 0.1
0.0 0.0 0.1
0.0 0.0 0.0
0.0 0.0 0.0
0.0 0.0 0.0
0.0 0.0 0.0
0.0 0.0 0.0
0.0 0.0 0.0
0.0 0.0 0.0
0.0 0.0 0.0
0.0 0.0 0.0
-0.2 0.0 0.0
0.0 0.0 -0.1
-0.1 0.1 0.1
0.0 0.1 0.1
0.0 0.0 -0.1
0.2 0.0 0.0
0.0 -0.1 0.0
-0.1 0.1 0.0
0.0 -0.2 0.0
0.0 0.0 0.0
0.0 0.0 0.0
-0.1 0.0 0.1
0.1 0.0 -0.1
0.0 0.0 0.1
0.1 0.0 0.0
-0.1 0.1 0.1
0.0 0.0 0.0
0.0 0.0 0.0
-0.1 0.1 -0.1
0.0 -0.1 0.1
0.0 0.0 0.0
0.1 0.0 0.0
0.0 0.0 0.0
0.0 0.0 0.0
0.0 0.0 0.0
0.0 0.0 0.0
0.0 -0.1 0.0
0.0 0.0 0.0
0.0 -0.1 0.0
0.0 0.0 -0.1
0.0 0.0 0.0
0.0 0.0 0.0

## Properties
highest occupied orbital energy = -9.3 eV
net charge = +1
LUMO energy = -3.53 eV
gap between HOMO and LUMO = 5.8 eV


The following is a quantum chemistry calculation of a molecular structure, C33H55GdNP2, from OMol25.

Geometry (Å):
Gd (0.001, 0.667, 0.258)
C (2.306, 1.944, 0.522)
C (1.933, 2.245, -0.830)
C (0.434, 3.310, 0.566)
C (1.382, 2.616, 1.380)
C (0.734, 3.024, -0.798)
C (3.557, 1.274, 0.978)
H (3.986, 0.629, 0.204)
H (3.379, 0.653, 1.866)
H (4.325, 2.016, 1.252)
C (1.513, 2.755, 2.852)
H (2.131, 1.958, 3.284)
H (0.522, 2.707, 3.324)
H (1.956, 3.730, 3.121)
C (-0.492, 4.380, 1.023)
H (-0.087, 4.913, 1.898)
H (-1.476, 3.977, 1.302)
H (-0.679, 5.117, 0.226)
C (0.043, 3.645, -1.960)
H (0.200, 4.734, -1.966)
H (-1.041, 3.472, -1.919)
H (0.414, 3.234, -2.902)
C (2.785, 2.081, -2.035)
H (3.206, 3.058, -2.334)
H (2.208, 1.703, -2.889)
H (3.622, 1.399, -1.847)
C (0.641, -4.651, -1.576)
C (1.904, -4.251, -1.805)
C (2.559, -4.198, -3.151)
C (1.671, -3.634, -4.287)
C (0.680, -2.573, -3.887)
C (-0.619, -2.816, -3.623)
C (-1.211, -4.157, -3.334)
C (-0.296, -5.188, -2.616)
H (2.905, -5.208, -3.443)
H (1.166, -4.473, -4.797)
H (3.478, -3.595, -3.063)
H (0.248, -5.777, -3.367)
H (0.286, -4.746, -0.541)
H (2.610, -4.124, -0.979)
H (-0.975, -5.899, -2.119)
H (-2.127, -4.017, -2.738)
H (-1.358, -2.048, -3.864)
H (-1.550, -4.626, -4.274)
H (2.352, -3.193, -5.036)
H (1.005, -1.541, -4.070)
P (1.369, -1.540, -0.061)
P (-1.647, 0.409, -1.877)
C (-0.374, -2.090, -0.630)
C (-1.650, -1.299, -1.079)
H (-0.707, -2.878, 0.071)
H (-0.011, -2.600, -1.529)
H (-2.092, -1.911, -1.875)
H (-2.395, -1.283, -0.264)
C (-3.395, 0.881, -1.734)
H (-3.479, 1.944, -1.997)
H (-3.742, 0.757, -0.700)
H (-4.027, 0.285, -2.408)
C (-1.406, 0.336, -3.673)
H (-2.165, -0.267, -4.186)
H (-0.413, -0.043, -3.939)
H (-1.467, 1.367, -4.050)
C (1.976, -2.804, 1.061)
H (2.800, -2.343, 1.628)
H (2.335, -3.730, 0.600)
H (1.175, -3.055, 1.769)
C (2.316, -1.228, -1.583)
H (1.931, -0.370, -2.157)
H (2.304, -2.081, -2.265)
H (3.354, -1.002, -1.307)
C (-0.967, 2.315, 5.643)
N (-1.199, 3.115, 4.445)
C (-1.259, 4.535, 4.752)
C (-2.306, 2.659, 3.598)
C (-2.247, 1.197, 3.275)
C (-3.110, 0.362, 4.006)
C (-3.052, -1.025, 3.863)
C (-2.111, -1.584, 2.998)
C (-1.215, -0.722, 2.313)
C (-1.367, 0.661, 2.338)
H (-0.144, 2.788, 6.199)
H (-0.676, 1.287, 5.384)
H (-1.862, 2.285, 6.293)
H (-1.241, 5.120, 3.824)
H (-2.175, 4.786, 5.314)
H (-0.383, 4.801, 5.359)
H (-3.258, 2.887, 4.108)
H (-2.282, 3.254, 2.681)
H (-3.818, 0.825, 4.696)
H (-3.734, -1.655, 4.446)
H (-2.046, -2.668, 2.862)
H (-0.368, -1.199, 1.785)

Cartesian forces, eV/Å:
-0.2 2.8 2.2
-0.7 0.7 -0.5
-0.6 0.0 0.8
1.0 -0.6 -0.2
0.2 0.3 -0.9
0.7 -0.2 0.7
0.3 -0.1 0.2
0.0 0.1 0.1
0.1 0.1 -0.1
-0.2 -0.2 -0.1
-0.3 -0.1 0.5
0.0 0.2 -0.1
0.4 0.1 0.0
0.0 -0.3 -0.1
-0.7 0.1 0.1
-0.1 -0.2 -0.3
0.2 0.3 -0.1
0.2 -0.2 0.2
-0.2 0.2 -0.2
0.0 -0.2 -0.1
0.2 0.1 -0.1
-0.1 0.1 0.0
0.2 -0.1 -0.5
-0.1 -0.4 0.1
0.2 0.1 0.0
-0.1 0.2 -0.1
1.2 -0.5 0.3
-0.4 -1.4 0.2
0.4 -0.1 -0.3
0.6 -0.4 0.0
-1.1 0.1 -0.9
0.8 0.0 -1.4
-0.1 -0.5 0.0
-0.6 -0.2 -0.2
-0.1 0.3 0.2
0.0 0.5 0.3
-0.3 -0.2 -0.1
0.0 0.2 0.3
0.3 0.1 -0.3
-0.5 0.1 -0.5
0.3 0.1 -0.2
0.2 0.0 -0.1
0.4 -0.1 0.7
0.0 0.2 0.2
-0.4 -0.2 0.2
-0.3 -0.4 -0.1
-0.9 0.6 0.2
-0.2 0.1 0.1
0.7 -0.7 -0.6
-0.3 -0.1 -0.5
0.2 0.5 -0.2
-0.6 0.1 0.4
-0.1 -0.2 0.4
0.3 0.3 -0.2
-0.3 0.1 0.0
-0.1 -0.3 0.0
0.1 0.0 -0.2
0.1 0.1 0.2
0.1 -0.1 -0.4
0.1 0.2 0.1
-0.2 0.1 0.1
0.0 -0.2 0.2
0.6 -0.6 0.2
-0.3 -0.2 -0.1
-0.2 0.3 0.4
0.1 0.2 -0.1
0.4 -0.6 -0.4
-0.1 -0.1 0.6
0.1 0.4 0.3
-0.2 0.0 0.0
-0.1 0.2 -0.1
0.3 -0.3 -0.2
-0.1 -0.3 -0.1
0.0 0.8 0.4
-0.8 0.0 0.4
0.6 0.0 -0.3
-0.1 -0.2 -0.2
0.6 0.3 0.1
-1.2 -0.6 0.5
1.0 -0.7 -0.4
-0.3 -0.3 -0.1
-0.1 0.3 0.1
0.2 -0.1 0.0
0.0 -0.1 0.2
0.1 0.1 0.0
-0.3 0.0 -0.2
-0.1 -0.1 -0.1
-0.1 -0.1 0.2
0.2 -0.2 -0.1
0.3 0.2 -0.4
0.0 0.3 0.2
-0.4 0.0 0.0

## Properties
highest occupied orbital energy (spin up / spin down) = -9.8 / -9.8 eV
spin multiplicity = 8
net charge = +1
expectation value of S² = 16.073
LUMO energy (spin up / spin down) = -2.33 / -3.79 eV
gap between HOMO and LUMO (spin up / spin down) = 7.5 / 6.0 eV


Let's list ΔE to the lowest compared entry with this formula, charge and spin in order: 49.3; 9.5; 0.0 kcal per mole.